Record 1
The following is a quantum chemistry calculation of C4H6N2O in the gas phase, from OMol25.

```
13
Properties=species:S:1:pos:R:3:forces:R:3
O -2.46197 -0.61190 -0.87013 0.019 0.628 0.271
N -0.47550 -1.07308 0.29050 -3.019 -0.120 -0.780
N -0.78908 0.95329 -0.84482 -0.505 1.756 -0.046
C 0.57075 1.17152 -0.64497 0.813 -2.833 0.153
C -1.39319 -0.19227 -0.48123 1.729 -3.597 1.415
C 1.23788 0.23528 0.09129 1.999 3.426 0.710
C 0.62012 -0.63133 1.12235 -0.890 0.009 -1.813
H -0.86926 -1.97667 0.52091 -0.456 0.373 -0.230
H 1.06544 1.78294 -1.39341 -0.068 0.198 0.397
H 1.24900 -1.49638 1.34651 -0.047 0.207 0.108
H -1.35557 1.61931 -1.35530 0.152 -0.279 0.044
H 2.31331 0.35571 0.18266 0.052 0.062 -0.413
H 0.28806 -0.13642 2.03563 0.221 0.170 0.184
```
Forces are in eV/Å.

Summary:
E_tot	-9272.35596	eV
energy above the lowest of the compared OMol25 structures with the same formula, charge and spin	26.4	kcal/mol
SMILES	O=C1NC=CCN1
HOMO energy	-8.71	eV

Record 2
The following is a quantum chemistry calculation of C31H35Cl2HgN10O8S3 as an isolated structure, from OMol25.

```
90
Properties=species:S:1:pos:R:3:forces:R:3
Hg -0.18571 -0.04586 -0.62629 0.329 -0.413 0.574
Cl 4.62142 0.84935 -3.14578 0.126 0.136 -0.096
Cl 1.67001 -2.99214 -0.60058 -0.267 0.118 0.195
S -1.89541 -2.09076 0.26944 0.109 -0.035 -0.044
S 1.86388 0.10856 -2.02799 0.217 -0.400 -0.105
S -1.92526 -2.51660 -3.52408 0.629 -0.185 0.146
O -2.92228 -3.18639 -4.41188 -0.339 -0.201 -0.281
O -0.22519 2.15055 -0.21102 -0.012 0.224 0.100
O 0.19631 4.07707 1.62613 0.004 -0.159 0.276
O -2.09689 7.37447 -3.04795 -0.067 -0.319 -0.080
O 0.53693 6.07200 0.68381 0.068 0.175 0.082
O -3.12481 5.90432 -4.25389 0.243 0.081 0.333
O -3.58290 1.34213 -2.14219 0.096 -0.072 -0.044
O -1.55465 0.43242 -2.26906 -0.387 0.237 -0.623
N 2.71846 -0.12476 7.76158 0.317 -0.266 0.198
N 2.66250 0.55517 5.72658 0.011 -0.020 0.202
N 0.12606 4.86397 0.61276 -0.106 -0.172 -0.462
N -3.22909 -0.14788 1.56418 -0.166 -0.129 -0.052
N -3.81795 -2.30121 2.03983 -0.054 -0.039 -0.015
N 2.09906 0.04618 3.48448 -0.069 -0.097 0.156
N 3.33798 -0.17894 6.64307 -0.190 0.162 -0.203
N 0.78462 -0.26038 1.75775 -0.102 -0.153 -0.081
N -2.59147 0.81746 0.81383 0.008 0.269 -0.236
N -2.39218 6.19964 -3.29584 -0.300 0.503 -0.450
C -0.59054 -1.89133 -4.63584 -0.221 -0.009 0.124
C -2.28359 3.85511 -2.67134 -0.214 0.358 -0.348
C -3.03272 -1.44793 1.31348 0.208 0.051 0.074
C 3.13292 -2.31859 -1.23405 0.262 0.354 -0.258
C 1.59620 0.64295 7.60956 -0.330 0.321 -0.408
C -0.80666 3.08021 -0.86679 -0.377 0.095 -0.367
C 4.24966 -3.13471 -1.14444 -0.030 -0.061 0.048
C 2.24457 1.75901 1.64806 0.106 -0.046 -0.025
C -2.34464 1.43620 -2.14170 -0.091 0.285 0.280
C -0.89973 -3.89338 -2.82100 -0.193 0.310 -0.153
C -0.94160 -5.13100 -3.70888 -0.083 -0.034 -0.024
C 1.70410 0.52468 2.26972 -0.061 0.257 -0.170
C -2.10381 -6.05339 -3.34640 0.061 0.084 -0.046
C -1.79465 0.09767 -5.61204 -0.004 -0.156 -0.034
C 0.57989 -1.28139 2.65609 0.087 0.083 0.151
C -1.04302 5.48527 -1.38608 0.003 -0.068 -0.018
C 1.54334 1.09190 6.28206 0.231 -0.248 0.458
C 5.54923 -1.48841 -2.27305 0.039 0.052 -0.054
C -1.20793 -1.28712 -5.88682 -0.131 0.214 0.087
C -0.43689 1.78196 8.02024 0.026 -0.149 0.425
C 1.38121 -1.10851 3.73889 0.034 -0.152 -0.078
C 3.16435 -1.03539 -1.83216 -0.004 -0.066 0.064
C -0.47548 2.22156 6.68774 0.255 -0.024 -0.420
C -0.56693 4.47450 -0.55016 -0.011 0.333 0.270
C 3.08642 0.63025 4.35892 0.174 0.013 -0.402
C -1.88470 5.17558 -2.46338 0.204 -0.736 0.391
C 4.43305 -0.67914 -2.35596 -0.147 -0.199 0.189
C 0.51659 1.88836 5.78567 -0.323 0.208 -0.044
C 0.58562 0.99530 8.50759 -0.106 0.088 -0.044
C 5.46481 -2.72495 -1.65734 0.082 -0.046 -0.016
C -1.76241 2.82721 -1.92135 0.308 -0.354 0.513
H -0.13270 -2.06585 2.46644 -0.009 -0.001 -0.043
H -4.73512 -2.00017 2.33011 0.014 0.039 -0.022
H -0.79340 6.50867 -1.16647 0.078 -0.011 0.070
H -1.30126 2.83512 6.35374 0.009 0.018 -0.002
H 4.04270 0.11135 4.28345 -0.014 -0.001 0.124
H -1.99348 -1.96142 -6.23832 0.056 -0.022 -0.060
H 0.00484 -5.67198 -3.62484 0.014 0.019 0.005
H 0.49283 2.22544 4.75672 -0.050 0.027 -0.012
H -3.02232 3.63499 -3.42958 0.033 -0.001 -0.001
H 0.07869 -2.72101 -4.86960 -0.035 -0.036 -0.015
H 3.22270 1.67083 4.06462 0.002 -0.018 -0.016
H 3.28067 1.61796 1.32710 0.005 -0.042 0.015
H -1.00865 0.79595 -5.32140 -0.044 0.032 0.040
H -0.05799 -1.14046 -4.04551 0.073 -0.065 0.034
H 1.62732 2.01611 0.78821 -0.030 0.083 0.055
H -4.03619 0.10810 2.11662 -0.007 0.002 0.080
H -1.23852 2.07052 8.68892 -0.004 0.012 -0.025
H -2.19851 1.56061 1.37720 0.156 -0.055 0.035
H -3.74306 -3.25754 1.73846 -0.076 -0.031 0.015
H 6.48096 -1.13934 -2.69790 -0.009 0.010 0.006
H 6.33509 -3.36474 -1.59072 -0.008 -0.006 0.015
H 0.10457 -3.49166 -2.70125 -0.032 0.023 0.061
H -1.31158 -4.10178 -1.83213 0.043 0.003 0.042
H -0.44636 -1.22835 -6.66966 0.024 -0.021 0.026
H -2.18161 -6.88660 -4.04844 0.003 -0.028 0.034
H 4.14587 -4.10350 -0.67353 -0.004 0.015 0.005
H -1.97086 -6.45786 -2.33969 -0.028 -0.022 0.001
H -2.50976 0.05043 -4.78862 -0.001 0.084 -0.006
H 1.51890 -1.68142 4.64026 -0.015 0.022 -0.006
H -1.05298 -4.82284 -4.75172 0.045 -0.013 0.003
H 0.60756 0.66217 9.53615 0.012 -0.014 0.002
H -3.18540 1.17664 0.06643 0.030 -0.062 -0.045
H 2.19006 2.61008 2.32928 -0.078 0.069 -0.062
H -3.03584 -5.49019 -3.37871 -0.014 -0.028 -0.008
H -2.30730 0.49095 -6.49173 0.009 0.017 -0.001
```
Forces are in eV/Å.

Summary:
E_tot	-125717.31134	eV
energy above the lowest of the compared OMol25 structures with the same formula, charge and spin	20.4	kcal/mol
multiplicity	2
HOMO energy (alpha / beta)	0.52 / -2.27	eV
total charge	-2

Record 3
The following is a quantum chemistry calculation of a 3-piece molecular cluster, C3H12NO4 overall, from OMol25.

```
20
Properties=species:S:1:pos:R:3:forces:R:3
O 0.54416 -1.84887 -1.60842 -0.408 -0.142 1.028
O -0.57004 2.09309 -1.50204 -0.401 0.493 0.391
O -2.08036 2.17778 1.08429 -0.021 1.247 -1.245
O 1.42542 0.02483 -0.86712 -0.236 0.374 1.008
N -0.54822 0.02408 1.20792 -0.334 1.970 -0.674
C 0.72336 -0.92726 -0.64457 0.019 0.158 -2.571
C 1.17537 -1.63021 1.56652 -0.580 -0.443 1.470
C 0.00890 -1.21828 0.64557 1.148 -1.729 0.073
H 1.08761 -1.55807 -2.35670 0.058 -0.107 -0.089
H -0.78436 3.04363 -1.51659 0.255 -0.563 -0.239
H 1.55471 -2.64618 1.57150 -0.395 -0.296 -0.813
H 2.03844 -1.00004 1.43685 0.145 0.542 -0.064
H 0.23633 1.99864 -2.01634 0.157 0.007 -0.038
H -2.55988 2.28271 0.24331 -0.574 -0.915 0.262
H -0.67494 0.78072 0.49073 0.514 -0.286 0.096
H -0.73070 -2.03899 0.52211 0.279 0.896 0.189
H -1.50092 0.06430 1.57273 -0.078 -0.849 0.312
H -1.60855 3.01895 0.94985 0.392 -0.175 1.059
H 0.05593 0.45002 1.92921 -0.149 -0.350 -0.329
H 0.79305 -1.53918 2.58603 0.209 0.169 0.175
```
Forces are in eV/Å.

Summary:
E_tot	-12979.55133	eV
energy above the lowest of the compared OMol25 structures with the same formula, charge and spin	23.6	kcal/mol
HOMO energy	-14.97	eV
total charge	+1

Record 4
The following is a quantum chemistry calculation of a 2-piece molecular cluster, C10H16O overall, from OMol25.

```
27
Properties=species:S:1:pos:R:3:forces:R:3
O -1.17943 2.46629 -1.33050 -0.024 -0.240 0.049
C 1.81421 1.34010 -2.62199 -3.581 0.057 -0.145
C -1.57514 -0.93057 0.08346 1.281 0.422 0.586
C 2.05341 -0.09804 -3.00337 -0.652 -0.944 -0.260
C -0.22512 1.50285 0.76601 -1.827 1.994 -2.579
C -1.44712 0.14489 -0.80528 -1.310 1.257 -1.438
C -1.06400 -0.64034 1.34031 0.601 -0.534 0.391
C -0.34327 0.54568 1.68657 -1.630 -2.821 -1.079
C -0.05519 -2.12186 3.20206 1.555 3.710 -0.484
C -0.96259 1.41145 -0.46296 1.298 -1.435 1.175
C -1.29544 -1.64239 2.40683 1.707 1.737 2.125
H -1.93597 -1.13600 3.12666 -0.234 -0.036 0.233
H 0.01575 0.59629 2.66645 0.697 0.364 1.259
H -1.85452 -2.42044 2.07173 -1.508 -2.445 -1.207
H -1.92056 0.20054 -1.78170 0.022 -0.685 -0.139
H 3.00693 -0.22962 -3.47702 0.271 -0.006 -1.128
H 2.19320 -0.80790 -2.17193 -0.666 0.505 0.192
H -0.43930 3.08074 -1.47289 -0.109 -0.621 0.518
H 0.11937 2.47747 0.97026 0.921 0.937 0.521
H 1.62442 1.98104 -3.48406 -0.041 -0.356 -0.551
H -0.11693 -1.69619 4.21742 0.206 -0.404 -0.258
H 2.51079 1.94383 -2.10946 1.099 -0.108 1.278
H -1.88786 -2.00871 -0.09428 0.008 1.896 -0.250
H 0.10882 -3.13588 3.26195 -0.058 -2.390 0.084
H 0.77548 1.31592 -2.11639 1.916 0.445 -0.338
H 1.14171 -0.44964 -3.62764 1.851 0.365 0.823
H 0.93833 -1.68952 2.75974 -1.792 -0.665 0.622
```
Forces are in eV/Å.

Summary:
E_tot	-12675.22470	eV
energy above the lowest of the compared OMol25 structures with the same formula, charge and spin	57.7	kcal/mol
SMILES	CCc1ccc(O)cc1.CC
HOMO energy	-8.26	eV

Among the records above, which one has the highest energy above the lowest of the compared OMol25 structures with the same formula, charge and spin? C10H16O

Number 2 is which compound? C31H35Cl2HgN10O8S3

E_tot of number 1 (C4H6N2O)? -9272.35596 eV

Please write out number 1 again, unchanged.
The following is a quantum chemistry calculation of C4H6N2O in the gas phase, from OMol25.

```
13
Properties=species:S:1:pos:R:3:forces:R:3
O -2.46197 -0.61190 -0.87013 0.019 0.628 0.271
N -0.47550 -1.07308 0.29050 -3.019 -0.120 -0.780
N -0.78908 0.95329 -0.84482 -0.505 1.756 -0.046
C 0.57075 1.17152 -0.64497 0.813 -2.833 0.153
C -1.39319 -0.19227 -0.48123 1.729 -3.597 1.415
C 1.23788 0.23528 0.09129 1.999 3.426 0.710
C 0.62012 -0.63133 1.12235 -0.890 0.009 -1.813
H -0.86926 -1.97667 0.52091 -0.456 0.373 -0.230
H 1.06544 1.78294 -1.39341 -0.068 0.198 0.397
H 1.24900 -1.49638 1.34651 -0.047 0.207 0.108
H -1.35557 1.61931 -1.35530 0.152 -0.279 0.044
H 2.31331 0.35571 0.18266 0.052 0.062 -0.413
H 0.28806 -0.13642 2.03563 0.221 0.170 0.184
```
Forces are in eV/Å.

Summary:
E_tot	-9272.35596	eV
energy above the lowest of the compared OMol25 structures with the same formula, charge and spin	26.4	kcal/mol
SMILES	O=C1NC=CCN1
HOMO energy	-8.71	eV